The following is a quantum chemistry calculation of C36H43N2NbO5P2Te as an isolated structure at a distorted geometry, from OMol25.

Positions of all 90 atoms, in Å:
1 Nb -11.701 -7.554 -12.567
2 O -14.842 -4.565 -13.229
3 C -13.754 -5.266 -12.993
4 O -13.734 -6.491 -12.664
5 C -12.472 -4.555 -13.045
6 C -12.161 -3.213 -13.316
7 C -10.810 -2.864 -13.196
8 C -9.788 -3.739 -12.814
9 C -10.195 -5.022 -12.455
10 N -11.480 -5.366 -12.584
11 C -9.413 -6.169 -11.864
12 O -8.241 -6.435 -12.121
13 O -10.373 -7.022 -11.189
14 H -15.705 -5.061 -13.101
15 H -12.894 -2.474 -13.653
16 H -10.529 -1.836 -13.443
17 H -8.745 -3.397 -12.758
18 C -10.567 -13.593 -13.574
19 P -10.679 -11.779 -13.901
20 C -9.920 -11.725 -15.604
21 C -12.403 -11.491 -14.459
22 C -13.525 -11.091 -13.515
23 P -13.552 -9.253 -13.143
24 C -14.964 -9.257 -11.871
25 C -14.370 -8.605 -14.722
26 H -11.047 -14.143 -14.385
27 H -11.075 -13.831 -12.622
28 H -9.517 -13.902 -13.452
29 H -10.486 -12.365 -16.306
30 H -8.889 -12.112 -15.592
31 H -9.912 -10.709 -16.006
32 H -12.671 -12.428 -14.957
33 H -12.343 -10.725 -15.253
34 H -13.490 -11.634 -12.574
35 H -14.500 -11.312 -13.983
36 H -15.878 -9.730 -12.231
37 H -15.181 -8.207 -11.640
38 H -14.615 -9.756 -10.947
39 H -15.434 -8.376 -14.571
40 H -14.300 -9.329 -15.541
41 H -13.847 -7.696 -15.067
42 C -7.138 -6.690 -6.629
43 C -7.574 -7.411 -7.884
44 C -6.690 -7.646 -8.958
45 C -7.089 -8.346 -10.113
46 C -6.075 -8.614 -11.224
47 C -8.409 -8.845 -10.164
48 Te -8.893 -10.103 -11.869
49 N -10.264 -9.015 -12.983
50 C -9.873 -8.226 -13.996
51 O -10.696 -7.354 -14.490
52 C -8.450 -8.277 -14.507
53 C -7.875 -7.039 -14.875
54 C -6.567 -6.992 -15.347
55 C -5.819 -8.149 -15.529
56 C -6.378 -9.382 -15.207
57 C -7.676 -9.464 -14.720
58 C -9.436 -11.636 -10.432
59 C -8.221 -12.065 -9.865
60 C -8.204 -13.014 -8.850
61 C -9.405 -13.560 -8.410
62 C -10.603 -13.142 -8.970
63 C -10.657 -12.211 -10.023
64 C -12.029 -11.834 -10.582
65 C -9.349 -8.565 -9.155
66 C -10.816 -8.959 -9.226
67 C -8.895 -7.873 -8.033
68 H -6.206 -6.146 -6.813
69 H -6.934 -7.392 -5.806
70 H -7.913 -5.991 -6.297
71 H -5.663 -7.262 -8.919
72 H -5.143 -8.095 -10.964
73 H -6.412 -8.221 -12.190
74 H -5.846 -9.691 -11.313
75 H -8.463 -6.116 -14.780
76 H -6.138 -6.005 -15.535
77 H -4.800 -8.083 -15.897
78 H -5.799 -10.298 -15.325
79 H -8.078 -10.439 -14.431
80 H -7.292 -11.597 -10.191
81 H -7.247 -13.301 -8.404
82 H -9.401 -14.330 -7.630
83 H -11.541 -13.550 -8.593
84 H -12.442 -12.666 -11.159
85 H -11.968 -10.952 -11.223
86 H -12.721 -11.621 -9.753
87 H -11.140 -9.132 -10.251
88 H -11.421 -8.151 -8.810
89 H -11.001 -9.867 -8.628
90 H -9.630 -7.616 -7.256

Output
- LUMO level (spin up / spin down): -9.970 / -9.914 eV
- Net charge: +3
- Spin multiplicity: 2
- <S²>: 0.756

---

The following is a quantum chemistry calculation of C36H43N2ReSSi2 as an isolated structure, from OMol25.

Positions of all 85 atoms, in Å:
1 Re 0.306 1.145 0.740
2 C -2.632 -2.890 -2.808
3 C -3.303 -3.266 -1.477
4 C -4.590 -4.032 -1.776
5 C -2.365 -4.178 -0.674
6 C -3.568 -1.988 -0.681
7 C -4.861 -1.594 -0.295
8 C -5.110 -0.405 0.362
9 C -4.029 0.414 0.664
10 S -4.025 2.020 1.329
11 C -2.332 2.090 1.158
12 N -1.778 0.967 0.713
13 C -2.734 0.012 0.345
14 C -2.499 -1.171 -0.339
15 C -1.508 3.291 1.251
16 C -2.058 4.546 1.519
17 C -1.303 5.685 1.316
18 C -0.016 5.575 0.805
19 C 0.551 4.328 0.567
20 C -0.165 3.173 0.832
21 H -2.454 -3.789 -3.400
22 H -1.667 -2.404 -2.650
23 H -3.266 -2.221 -3.392
24 H -4.351 -4.924 -2.356
25 H -5.291 -3.439 -2.366
26 H -5.090 -4.359 -0.863
27 H -2.190 -5.103 -1.225
28 H -2.795 -4.434 0.295
29 H -1.393 -3.708 -0.507
30 H -5.703 -2.223 -0.540
31 H -6.121 -0.116 0.612
32 H -1.489 -1.434 -0.623
33 H -3.088 4.631 1.845
34 H -1.730 6.658 1.513
35 H 0.554 6.469 0.589
36 H 1.557 4.268 0.171
37 C 0.506 0.188 3.701
38 Si 1.133 -1.168 2.559
39 C -0.338 -2.193 2.064
40 C 2.403 -2.255 3.356
41 C 1.918 -0.243 1.036
42 C 2.831 0.749 1.637
43 C 4.137 0.693 2.098
44 C 4.638 1.816 2.731
45 C 3.836 2.945 2.894
46 C 2.561 2.948 2.375
47 N 2.092 1.866 1.731
48 Si 2.649 -1.230 -0.434
49 C 1.260 -1.936 -1.461
50 C 3.708 -2.632 0.179
51 C 3.732 -0.047 -1.385
52 H -0.026 -0.290 4.528
53 H -0.243 0.870 3.256
54 H 1.295 0.811 4.122
55 H -0.646 -2.750 2.954
56 H -0.101 -2.929 1.294
57 H -1.211 -1.624 1.743
58 H 1.984 -2.612 4.301
59 H 3.339 -1.744 3.581
60 H 2.619 -3.124 2.737
61 H 4.726 -0.206 1.981
62 H 5.647 1.813 3.122
63 H 4.198 3.814 3.424
64 H 1.901 3.792 2.488
65 H 0.390 -2.182 -0.851
66 H 1.595 -2.869 -1.922
67 H 0.947 -1.270 -2.265
68 H 3.134 -3.461 0.595
69 H 4.457 -2.331 0.913
70 H 4.247 -3.020 -0.691
71 H 3.276 0.930 -1.550
72 H 3.972 -0.469 -2.363
73 H 4.677 0.106 -0.860
74 C 0.485 1.314 -0.959
75 C 0.496 1.558 -2.359
76 C -0.483 0.930 -3.145
77 C -0.522 1.180 -4.503
78 C 0.399 2.054 -5.072
79 C 1.363 2.683 -4.293
80 C 1.419 2.439 -2.933
81 H -1.194 0.254 -2.685
82 H -1.268 0.699 -5.121
83 H 0.363 2.250 -6.135
84 H 2.071 3.361 -4.748
85 H 2.166 2.922 -2.317

Output
- LUMO level: -7.474 eV
- Net charge: +2

---

Molar mass? In order: 866.20 778.20 g mol⁻¹.
Energy above the lowest of the compared OMol25 structures with the same formula, charge and spin? In order: 0.00 3.85 kcal/mol.
Calculated total energy? In order: -2890.11738 -2562.10607 Eh.